## 1
2 unconnected molecules or ions with the total composition C3H10NS, computed with the ωB97M-V functional and the def2-TZVPD basis.

Last column: natural (NBO) charge in e.
Positions of all 15 atoms, in Å:
C 0.00124 -1.14937 -1.25462  0.125
N 0.24976 -2.56971 -1.34310  -0.848
H -0.91377 -0.72786 -0.86941  0.220
H 0.86608 -0.52277 -1.61426  0.232
H 0.22352 -3.06619 -0.44778  0.419
H 0.47898 -3.31635 -1.99352  0.464
C -1.46174 1.93943 0.24399  -0.667
C 0.11661 1.80467 0.40182  -0.471
S 0.50647 -0.02914 0.99641  0.107
H -1.72675 1.87774 -0.84512  0.232
H -2.02441 1.12745 0.84660  0.226
H -1.83083 2.92688 0.73743  0.267
H 0.67074 2.43848 1.23029  0.267
H 0.57423 2.08762 -0.62614  0.243
H 1.89370 0.06079 0.69395  0.185

Summary:
Total charge: +1
LUMO energy, eV: -5.81
HOMO, eV: -14.2


## 2
2 unconnected molecules or ions with the total composition C3H10NS, computed with the ωB97M-V functional and the def2-TZVPD basis.

Last column: natural (NBO) charge in e.
Positions of all 15 atoms, in Å:
C 3.74802 -1.19898 -1.20960  0.167
N 3.08868 -0.96315 -0.13304  -0.566
H 3.62997 -0.41505 -1.95716  0.248
H 4.21053 -2.17302 -1.27218  0.249
H 3.06212 -1.53533 0.70514  0.456
H 2.46903 -0.15660 -0.19687  0.445
C -1.20718 1.01524 0.68902  -0.618
C -2.59336 0.33988 0.51181  -0.535
S -3.44637 0.99495 -0.92705  -0.040
H -1.46155 1.99652 1.09022  0.227
H -0.57962 1.17321 -0.17371  0.192
H -0.65308 0.40790 1.40728  0.193
H -2.42292 -0.72031 0.32955  0.194
H -3.12265 0.28047 1.47128  0.234
H -4.72162 0.95426 -0.33470  0.153

Summary:
Total charge: +1
LUMO energy, eV: -6.23
HOMO, eV: -11.1


Relative energies, kJ/mol: 1 171.9; 2 0.0.


## 1
A single C4H9O2P molecule, computed with the ωB97M-V functional and the def2-TZVPD basis.

Last column: natural (NBO) charge in e.
Positions of all 16 atoms, in Å:
C 1.23879 -1.33960 0.16917  -0.603
C 0.19139 -0.60810 -0.62420  -0.508
C -1.17883 -1.00220 -0.17895  -0.623
P 0.54688 1.20208 -0.95327  0.897
O 0.33149 1.62648 0.73773  -0.725
C -0.73267 2.34672 0.89652  0.635
O -1.45089 2.67253 -0.04634  -0.601
H 2.19602 -1.30545 -0.45125  0.205
H 1.00662 -2.30212 0.42058  0.209
H 1.40011 -0.73247 1.09796  0.209
H 0.36487 -0.88668 -1.68345  0.206
H -1.99223 -0.43813 -0.83336  0.218
H -1.28688 -0.80307 0.83518  0.206
H -1.58345 -2.02692 -0.41119  0.224
H 1.88287 0.92195 -0.87085  -0.085
H -0.93411 2.67499 1.89571  0.135

Summary:
Total charge: 0
Structure (SMILES): CC(C)POC=O
LUMO energy, eV: 0.95
HOMO, eV: -9.5


## 2
2 unconnected molecules or ions with the total composition C4H9O2P, computed with the ωB97M-V functional and the def2-TZVPD basis.

Last column: natural (NBO) charge in e.
Positions of all 16 atoms, in Å:
C -2.86738 -0.02819 -0.00616  -0.295
C -1.73838 -0.38301 0.49516  -0.307
C 2.36426 -0.23684 -0.63939  -0.361
C -0.46151 -0.09859 -0.21758  -0.165
O 3.01721 0.80625 0.04327  -0.720
O 0.20623 1.50839 0.76561  -0.906
P 1.05481 -0.89624 0.49417  0.607
H -3.76842 -0.27549 0.49862  0.204
H -3.02755 0.60792 -0.99103  0.212
H -1.51776 -1.07582 1.30695  0.226
H 1.75874 0.12617 -1.56871  0.184
H 3.13924 -1.12342 -0.75485  0.218
H -0.48784 0.46213 -1.11086  0.212
H 2.33322 1.29724 0.50676  0.497
H -0.52023 1.52215 1.36052  0.453
H 0.51535 -2.21264 -0.18248  -0.059

Summary:
Total charge: 0
LUMO energy, eV: -0.27
HOMO, eV: -9.2


## 3
A single C4H9O2P molecule, computed with the ωB97M-V functional and the def2-TZVPD basis.

Last column: natural (NBO) charge in e.
Positions of all 16 atoms, in Å:
O 1.97542 -0.77513 -1.08837  -0.964
P 1.13603 0.09488 0.07349  1.978
O 2.30868 0.31918 1.09246  -0.999
C 0.04030 1.39617 0.00822  -0.957
C -1.31508 0.81955 -0.41564  -0.421
C -1.35026 -0.72534 -0.11994  -0.394
C -0.07833 -0.99968 0.90379  -0.760
H 1.35842 -1.04101 -1.74409  0.487
H 2.77552 1.14617 1.26358  0.533
H 0.28687 2.26338 -0.67466  0.225
H -1.62327 1.02325 -1.45636  0.191
H -2.03782 1.30695 0.20161  0.194
H -2.34578 -0.99397 0.29949  0.222
H -1.16498 -1.36527 -1.11280  0.185
H -0.16389 -0.37751 1.72229  0.239
H 0.19817 -2.09160 1.04693  0.243

Summary:
Total charge: 0
Structure (SMILES): OP1(O)=CCCC1
LUMO energy, eV: 0.64
HOMO, eV: -7.5


Relative energies, kJ/mol: 1 0.0; 2 350.9; 3 16.8.


## 1
A molecular structure, C6H8LiO6Sc, computed with the ωB97M-V functional and the def2-TZVPD basis.

Last column: natural (NBO) charge in e.
Positions of all 22 atoms, in Å:
O 1.37278 0.64016 -0.52406  -0.615
C 0.83966 1.83563 -0.87462  1.027
C 2.03409 0.02884 -1.66782  -0.121
O 0.40562 2.61518 -0.06523  -0.662
O 1.02981 2.07638 -2.14113  -0.389
C 1.57289 0.92296 -2.81658  -0.108
H 1.68429 -1.00421 -1.75178  0.256
H 3.11127 0.06761 -1.48049  0.234
H 0.76832 0.47286 -3.40779  0.244
H 2.39063 1.25295 -3.46187  0.260
Sc 0.89001 -0.48919 1.23643  2.075
O 0.24383 -2.01907 0.23682  -0.849
O -1.95134 -1.81581 0.37328  -0.492
C -1.90864 -1.55924 1.79205  -0.156
C -1.82359 -0.08535 2.16132  -0.131
O -0.58483 0.51976 1.90188  -0.972
C -0.86538 -2.11439 -0.37885  0.526
H -2.85529 -1.95642 2.17946  0.272
H -1.08815 -2.12756 2.25652  0.184
H -2.06330 -0.01566 3.23787  0.229
H -2.63599 0.44190 1.62762  0.217
Li -0.56670 2.31267 1.56698  0.968

Summary:
Total charge: +2
LUMO energy (spin up / spin down), eV: -9.18 / -9.18
HOMO (spin up / spin down), eV: -15.6 / -15.6


## 2
A molecular structure, C6H8LiO6Sc, computed with the ωB97M-V functional and the def2-TZVPD basis.

Last column: natural (NBO) charge in e.
Positions of all 22 atoms, in Å:
O 1.01512 1.90491 0.38393  -0.502
C -0.20563 1.42401 0.81407  0.317
C 0.81862 2.38619 -0.94907  -0.113
O -0.51879 0.15868 0.17462  -0.541
O -1.17991 2.36928 0.27662  -0.537
C -0.64705 2.84700 -0.95557  -0.111
H 0.98917 1.57363 -1.66948  0.201
H 1.52753 3.20414 -1.12066  0.237
H -1.19728 2.40897 -1.80112  0.215
H -0.74321 3.94099 -0.96977  0.221
O 1.02722 -1.37763 0.90850  -0.507
C -0.30624 -0.96745 0.96731  0.940
C 1.18599 -2.06882 -0.31694  -0.110
O -0.73201 -0.85162 2.23224  -0.977
O -1.03433 -2.03217 0.34685  -0.601
C -0.14546 -2.81648 -0.45151  -0.102
H 2.04955 -2.73568 -0.23583  0.242
H 1.34183 -1.36049 -1.14363  0.202
H -0.09666 -3.83058 -0.03392  0.203
H -0.51166 -2.85580 -1.48385  0.231
Sc -0.76127 1.02720 2.90302  2.119
Li -1.87552 -2.34828 2.12418  0.973

Summary:
Total charge: +2
LUMO energy (spin up / spin down), eV: -10.02 / -10.02
HOMO (spin up / spin down), eV: -16.8 / -16.8


Relative energies, kJ/mol: 1 0.0; 2 202.1.


## 1
2 unconnected molecules or ions with the total composition C5H11N4, computed with the ωB97M-V functional and the def2-TZVPD basis.

Last column: natural (NBO) charge in e.
Positions of all 20 atoms, in Å:
C 1.34283 -2.67672 1.23562  -0.251
C 1.45051 -1.85506 0.21255  0.335
C 0.01900 2.49676 -0.02411  -0.631
C -0.85582 1.49469 -0.68430  -0.381
C -1.39246 0.45440 0.28129  -0.333
N 2.43890 -0.65011 -1.57650  -0.130
N -1.20226 -1.89519 -0.04374  -0.289
N 2.13269 -1.39500 -0.69934  0.015
N -0.76640 -0.78955 0.09074  -0.124
H 0.60690 -2.45711 1.96361  0.254
H 1.83506 -3.65587 1.53132  0.299
H 0.33231 3.25305 -0.85492  0.231
H -0.56460 3.13142 0.62208  0.221
H 0.84477 2.21756 0.66575  0.216
H -0.21045 0.96674 -1.50212  0.165
H -1.59956 2.05784 -1.15221  0.239
H -1.30726 0.92246 1.32079  0.254
H -2.53877 0.48540 0.28825  0.214
H 1.62936 0.06951 -1.71702  0.367
H -2.19475 -2.17521 0.04227  0.329

Summary:
Total charge: +1
LUMO energy, eV: -6.24
HOMO, eV: -13.1


## 2
2 unconnected molecules or ions with the total composition C5H11N4, computed with the ωB97M-V functional and the def2-TZVPD basis.

Last column: natural (NBO) charge in e.
Positions of all 20 atoms, in Å:
C -1.71514 -1.80938 -0.77213  -0.254
C -2.76136 -0.85552 -0.35772  0.063
C -0.54791 -1.17081 -0.74659  -0.041
C -0.87813 2.35353 0.47574  -0.700
C -0.16453 1.18320 0.00356  0.617
N -2.20408 0.23168 -0.06041  -0.230
N -0.87367 0.17374 -0.39520  -0.240
N 1.19029 1.10944 0.06148  -0.727
N 3.04643 -1.12470 0.24302  -1.088
H -1.75673 -2.91016 -0.86410  0.263
H -3.75671 -1.10494 -0.07853  0.244
H 0.51975 -1.39342 -0.93893  0.242
H -0.25515 3.27899 0.51472  0.257
H -1.90309 2.49205 0.03674  0.299
H -1.09726 2.07193 1.47147  0.277
H 1.58724 0.14440 0.02480  0.446
H 1.79502 1.82445 0.42963  0.436
H 4.00817 -0.93176 0.26022  0.389
H 2.96131 -1.73509 1.11040  0.379
H 2.80555 -1.82763 -0.41817  0.370

Summary:
Total charge: +1
LUMO energy, eV: -4.14
HOMO, eV: -14.3


## 3
A gas-phase ion, C5H11N4 (charge +1), computed with the ωB97M-V functional and the def2-TZVPD basis.

Last column: natural (NBO) charge in e.
Positions of all 20 atoms, in Å:
C -2.17400 0.29099 -1.19781  -0.606
C -1.22656 0.21864 0.07640  -0.061
N -1.63553 -0.79158 1.01889  -0.868
C 0.23078 -0.15255 -0.21999  0.426
N 0.75443 -1.31283 -0.64073  -0.477
C 2.15658 -1.26623 -0.43521  -0.035
C 2.46486 -0.06551 0.11093  -0.063
N 1.26576 0.58276 0.28399  -0.129
N 1.16256 1.84525 0.83083  -0.604
H -1.52580 0.70106 -1.99013  0.228
H -2.47391 -0.68709 -1.49099  0.228
H -2.92966 0.99971 -1.11019  0.243
H -1.10740 1.26189 0.64224  0.190
H -1.20687 -0.94691 1.86080  0.385
H -2.67894 -0.93469 0.97207  0.400
H 0.30824 -2.22766 -0.88278  0.474
H 2.77188 -2.03677 -0.86800  0.258
H 3.26921 0.52375 0.29764  0.240
H 2.06289 2.17767 1.14014  0.391
H 0.51149 1.82010 1.60188  0.381

Summary:
Total charge: +1
Structure (SMILES): C[C@@H](N)c1[nH]cc[n+]1N
LUMO energy, eV: -2.91
HOMO, eV: -13.1


## 4
A gas-phase ion, C5H11N4 (charge +1), computed with the ωB97M-V functional and the def2-TZVPD basis.

Last column: natural (NBO) charge in e.
Positions of all 20 atoms, in Å:
H 1.01163 1.64236 -1.85151  0.381
N -0.02707 1.56205 -1.51534  -0.098
N -0.12320 0.78770 -0.57948  0.076
C -1.37095 0.60976 0.12493  -0.306
C -1.75144 -0.86116 0.49547  -0.238
C -2.06731 -1.89100 -0.27820  -0.291
C 1.02589 0.11573 0.06728  -0.014
C 2.17051 1.05389 0.02171  -0.709
N 1.25945 -1.22772 -0.62910  -0.113
N 1.73902 -2.06368 0.09866  -0.255
H 1.83616 -2.91069 -0.49415  0.354
H -1.42478 1.11463 1.13091  0.279
H -2.09070 0.99273 -0.53606  0.255
H -1.59114 -1.11606 1.57397  0.214
H -2.13256 -2.91223 -0.12415  0.232
H -2.19551 -1.61006 -1.32499  0.189
H 0.72122 -0.11496 1.14573  0.251
H 3.04344 0.58767 -0.54189  0.265
H 2.04399 2.09371 -0.37226  0.243
H 2.65302 1.09373 1.04106  0.284

Summary:
Total charge: +1
Structure (SMILES): [H]/N=[N+](/CC=C)[C@H](C)/N=N/[H]
LUMO energy, eV: -5.80
HOMO, eV: -13.8


Relative energies, kJ/mol: 1 664.7; 2 0.0; 3 55.9; 4 427.7.


## 1
2 unconnected molecules or ions with the total composition C5H15N2, computed with the ωB97M-V functional and the def2-TZVPD basis.

Last column: Löwdin spin population.
Positions of all 22 atoms, in Å:
N 0.97409 1.37491 0.05884  0.617
C 0.03134 2.30268 0.55680  0.159
C -0.90292 2.95668 -0.51378  0.108
N 0.10804 -1.00450 0.67131  0.018
C -0.04020 -1.51460 -0.66317  -0.004
C -1.29938 -2.41665 -0.93808  -0.005
C 1.22844 -1.58814 1.27629  0.005
H -0.23879 3.19241 -1.35380  0.006
H 0.65662 0.32100 0.30888  0.013
H 1.91768 1.53673 0.44842  0.017
H 0.50819 3.15516 1.08720  0.014
H -0.64506 1.76419 1.24159  0.046
H -1.60472 2.24068 -0.93956  0.002
H -1.40757 3.87953 -0.25899  0.003
H -0.18858 -0.69183 -1.37776  -0.002
H 0.87037 -2.05310 -0.97988  0.001
H -1.16306 -2.66296 -1.99214  0.000
H -2.27010 -1.94643 -0.78087  0.000
H -1.21438 -3.30161 -0.31543  -0.001
H 1.07205 -2.72952 1.29177  0.000
H 2.22560 -1.48755 0.84261  0.004
H 1.38231 -1.32706 2.32976  0.000

Summary:
Total charge: +2
<S²>: 0.757
2S+1: 2
LUMO energy (spin up / spin down), eV: -13.23 / -13.37
HOMO (spin up / spin down), eV: -20.5 / -20.6


## 2
2 unconnected molecules or ions with the total composition C5H15N2, computed with the ωB97M-V functional and the def2-TZVPD basis.

Last column: Löwdin spin population.
Positions of all 22 atoms, in Å:
N -0.53152 1.73175 1.08006  0.697
C -1.89028 1.94973 0.52140  0.131
C -1.81141 1.94325 -1.00554  0.030
N 0.75514 -0.63663 0.27092  0.007
C 1.00635 -1.51922 -0.79238  0.001
C 0.40849 -2.94829 -0.53115  0.001
C 2.06317 -0.16677 0.78596  0.000
H -1.20565 2.82495 -1.32025  0.006
H -0.02430 0.83890 0.79510  0.018
H -0.50622 1.66299 2.12241  0.017
H -2.38953 2.81786 1.02841  0.010
H -2.60105 1.08485 0.68702  0.084
H -1.35707 0.91749 -1.19449  0.000
H -2.83861 1.93453 -1.41235  -0.001
H 0.58100 -1.13107 -1.75799  0.000
H 2.10868 -1.72558 -0.99596  0.000
H -0.52895 -3.13131 -0.98429  0.000
H 0.30533 -3.03622 0.47685  0.000
H 1.10041 -3.72000 -0.77306  0.000
H 2.90468 -0.20734 0.09619  0.000
H 2.02578 1.00456 1.06233  0.000
H 2.42557 -0.48844 1.84082  -0.001

Summary:
Total charge: +2
<S²>: 0.755
2S+1: 2
LUMO energy (spin up / spin down), eV: -12.86 / -12.86
HOMO (spin up / spin down), eV: -20.3 / -20.6


## 3
A gas-phase ion, C5H15N2 (charge +2), computed with the ωB97M-V functional and the def2-TZVPD basis.

Last column: Löwdin spin population.
Positions of all 22 atoms, in Å:
C -0.93025 -1.31166 0.76761  0.003
C 0.33716 -0.76618 1.43255  0.004
C 1.42660 -0.06017 0.55960  0.033
C 1.03325 0.90666 -0.58487  0.075
N -0.09961 1.78631 -0.31631  0.676
C -1.03472 2.03045 -1.37948  0.091
N -0.58015 -2.33107 -0.32287  0.000
H -1.59064 -0.57257 0.32906  0.001
H -1.46953 -1.89799 1.51018  0.000
H -0.03345 -0.01954 2.13573  0.002
H 0.84897 -1.62442 1.86307  0.001
H 1.98321 -0.85664 0.08247  0.001
H 2.11455 0.37944 1.28053  0.000
H 0.81102 0.30045 -1.46310  0.001
H 1.91316 1.48578 -0.89963  0.033
H 0.25237 2.65922 0.09925  0.013
H -1.74573 2.80235 -1.08101  0.002
H -1.70218 1.20052 -1.60502  0.015
H -0.51480 2.38379 -2.27849  0.049
H -0.03839 -3.10826 0.06578  0.000
H 0.01955 -1.87523 -1.00814  0.000
H -1.42712 -2.74337 -0.72809  0.000

Summary:
Total charge: +2
<S²>: 0.754
2S+1: 2
LUMO energy (spin up / spin down), eV: -7.08 / -11.81
HOMO (spin up / spin down), eV: -20.3 / -20.5


## 4
2 unconnected molecules or ions with the total composition C5H15N2, computed with the ωB97M-V functional and the def2-TZVPD basis.

Last column: Löwdin spin population.
Positions of all 22 atoms, in Å:
N 2.28892 -1.26807 -0.31093  0.258
C -0.27719 0.43337 -0.48009  -0.033
C -1.54863 0.49920 0.33357  -0.006
C -1.76277 -0.73412 1.27812  -0.004
C -1.73645 -2.03229 0.45391  -0.004
C 0.87726 1.35434 -0.06256  0.056
N 1.70155 2.12293 -1.02810  0.679
H 1.40987 -0.78063 -0.47521  -0.007
H 2.14510 -2.08990 0.21628  0.007
H 2.77665 -1.60341 -1.15908  0.006
H -0.49084 0.37533 -1.56964  -0.005
H -2.41829 0.57837 -0.31394  -0.001
H -1.56139 1.44906 0.96346  -0.001
H -2.66784 -0.61442 1.91110  0.001
H -0.91086 -0.77391 2.01409  0.000
H -0.89412 -2.01154 -0.21790  -0.002
H -2.61141 -2.16166 -0.20620  -0.001
H -1.66697 -2.92382 1.11641  0.000
H 0.44990 2.12805 0.60431  0.002
H 1.65577 0.77617 0.51895  0.016
H 2.21968 1.60714 -1.73635  0.017
H 1.31812 2.93813 -1.43073  0.020

Summary:
Total charge: +2
<S²>: 0.829
2S+1: 2
LUMO energy (spin up / spin down), eV: -12.08 / -13.68
HOMO (spin up / spin down), eV: -19.5 / -18.6


Relative energies, kJ/mol: 1 569.2; 2 575.3; 3 0.0; 4 491.8.